Entry 1:
{"formula": "C61H53ClN3O6P2STi", "method": "ωB97M-V with the def2-TZVPD basis set", "symbols": ["Ti", "C", "C", "C", "C", "C", "C", "C", "N", "C", "N", "C", "C", "C", "C", "C", "C", "C", "N", "C", "C", "C", "C", "C", "C", "C", "H", "H", "H", "H", "H", "H", "H", "H", "H", "H", "H", "H", "H", "H", "H", "H", "H", "H", "H", "H", "H", "H", "O", "P", "C", "P", "O", "C", "C", "C", "C", "C", "C", "C", "C", "C", "C", "C", "C", "C", "C", "C", "C", "C", "C", "C", "C", "C", "C", "C", "C", "H", "H", "H", "H", "H", "H", "H", "H", "H", "H", "H", "H", "H", "H", "H", "H", "H", "H", "H", "H", "H", "H", "Cl", "C", "C", "C", "C", "O", "C", "C", "O", "C", "H", "H", "H", "H", "O", "C", "O", "C", "C", "C", "C", "S", "C", "C", "H", "H", "H", "H", "H"], "xyz": [[0.6135, 0.1314, 0.5298], [-0.0355, -1.6561, -6.2229], [-0.9512, -0.5057, -5.9310], [-1.7599, 0.0326, -6.9192], [-2.5954, 1.1042, -6.6565], [-2.6099, 1.6640, -5.3903], [-1.8099, 1.1472, -4.3887], [-0.9881, 0.0500, -4.6440], [-0.1607, -0.4988, -3.6533], [-0.3168, -0.2992, -2.2906], [-1.5883, -0.4111, -1.8544], [-2.1612, 0.2893, -0.7631], [-1.3138, 0.8212, 0.2072], [-1.9349, 1.6382, 1.1569], [-3.3062, 1.8337, 1.1901], [-4.1136, 1.2052, 0.2555], [-3.5543, 0.4393, -0.7542], [-4.4338, -0.2281, -1.7791], [0.7062, -0.1108, -1.5079], [1.9792, -0.0264, -2.1223], [2.8194, -1.1362, -2.0800], [4.0305, -1.1300, -2.7466], [4.4046, -0.0147, -3.4772], [3.5890, 1.1026, -3.4883], [2.3754, 1.1280, -2.8113], [1.5012, 2.3427, -2.8122], [-0.2707, -2.0895, -7.1917], [-0.1308, -2.4238, -5.4557], [1.0041, -1.3221, -6.2447], [-1.7380, -0.3963, -7.9123], [-3.2226, 1.5037, -7.4384], [-3.2350, 2.5179, -5.1793], [-1.8010, 1.6235, -3.4188], [0.7678, -0.7637, -3.9547], [-2.2493, -0.6945, -2.5665], [-1.3254, 2.1491, 1.8934], [-3.7502, 2.4482, 1.9617], [-5.1873, 1.3282, 0.2986], [-5.4804, -0.0858, -1.5165], [-4.2413, -1.3021, -1.8121], [-4.2710, 0.1883, -2.7758], [2.4958, -1.9974, -1.5189], [4.6705, -1.9989, -2.7058], [5.3297, -0.0138, -4.0355], [3.8912, 1.9771, -4.0454], [2.1005, 3.2426, -2.9360], [0.9370, 2.4035, -1.8769], [0.7770, 2.3130, -3.6283], [0.2130, 0.2175, 2.5054], [-0.7628, -0.7807, 3.0531], [-2.0311, -1.5266, 2.0208], [-1.0567, -2.3883, 0.2490], [0.2602, -1.7428, 0.7112], [-1.1811, -4.0104, 1.1454], [-2.3282, -4.7891, 1.0633], [-2.4219, -5.9774, 1.7647], [-1.3706, -6.3958, 2.5641], [-0.2138, -5.6396, 2.6260], [-0.1196, -4.4605, 1.9141], [-0.3287, -3.4507, -1.2195], [0.9990, -3.8329, -1.0800], [1.5926, -4.6932, -1.9848], [0.8495, -5.2024, -3.0366], [-0.4791, -4.8392, -3.1800], [-1.0645, -3.9627, -2.2762], [-1.7167, 0.0687, 4.3615], [-2.9181, -0.4233, 4.8561], [-3.6488, 0.3170, 5.7664], [-3.1914, 1.5589, 6.1778], [-1.9912, 2.0509, 5.6909], [-1.2560, 1.3061, 4.7874], [0.1962, -2.0504, 3.9434], [1.5613, -2.1266, 3.6874], [2.3456, -3.0375, 4.3728], [1.7774, -3.8662, 5.3277], [0.4177, -3.7899, 5.5850], [-0.3702, -2.8866, 4.8958], [-2.7926, -0.7853, 1.7756], [-2.4756, -2.3585, 2.5668], [-3.1515, -4.4428, 0.4525], [-3.3195, -6.5776, 1.6974], [-1.4504, -7.3091, 3.1378], [0.6180, -5.9635, 3.2357], [0.7792, -3.8631, 1.9617], [1.5561, -3.4525, -0.2344], [2.6298, -4.9806, -1.8682], [1.3047, -5.8956, -3.7312], [-1.0590, -5.2575, -3.9948], [-2.1078, -3.6962, -2.3867], [-3.2916, -1.3786, 4.5164], [-4.5836, -0.0709, 6.1470], [-3.7736, 2.1449, 6.8734], [-1.6282, 3.0164, 6.0110], [-0.3201, 1.6708, 4.3849], [1.9904, -1.4774, 2.9306], [3.4027, -3.1081, 4.1576], [2.3888, -4.5829, 5.8586], [-0.0317, -4.4427, 6.3205], [-1.4289, -2.8267, 5.1013], [7.2256, 2.7707, 2.0484], [5.8053, 1.8868, 1.5771], [5.9397, 0.5400, 1.2607], [4.8100, -0.1915, 0.9492], [3.5286, 0.3851, 0.9283], [2.4813, -0.3477, 0.7212], [3.4270, 1.8092, 1.1645], [2.1845, 2.4471, 1.0008], [1.1249, 1.8435, 0.6003], [4.5931, 2.5253, 1.5216], [6.9167, 0.0846, 1.2728], [4.8973, -1.2454, 0.7259], [2.1083, 3.5310, 1.1676], [4.5258, 3.5782, 1.7535], [1.8366, 9.4734, 0.7098], [0.7856, 8.8258, 1.2959], [0.2834, 9.3142, 2.2823], [0.3339, 7.5938, 0.6507], [1.1125, 6.8555, -0.2536], [0.6190, 5.7253, -0.8516], [-0.6962, 5.2886, -0.6093], [-1.3550, 3.9667, -1.4599], [-1.4608, 6.0088, 0.3274], [-0.9554, 7.1224, 0.9422], [2.0952, 9.0218, -0.1042], [2.1376, 7.1410, -0.4697], [1.2374, 5.1605, -1.5342], [-2.4634, 5.6716, 0.5422], [-1.5484, 7.6838, 1.6499]], "energy_ha": -5362.79244, "multiplicity": 1, "homo_lumo_gap_ev": [3.2, 3.2], "total_charge": -1, "e_homo_ev": [-3.101, -3.101], "lumo_energy_ev": [0.141, 0.141], "de_lowest_kj_mol": 339.2}

***

Entry 2:
{"formula": "C61H57F9N11O4PSZr", "method": "ωB97M-V with the def2-TZVPD basis set", "symbols": ["Zr", "C", "C", "O", "C", "C", "C", "N", "N", "C", "O", "C", "C", "C", "C", "C", "C", "H", "H", "H", "H", "H", "H", "H", "H", "H", "H", "H", "H", "C", "N", "C", "N", "C", "N", "C", "C", "C", "C", "C", "C", "C", "N", "N", "C", "O", "C", "C", "C", "C", "C", "C", "N", "C", "N", "C", "N", "C", "H", "H", "H", "H", "H", "H", "H", "H", "H", "H", "H", "H", "H", "H", "H", "H", "F", "C", "F", "F", "C", "C", "C", "C", "C", "C", "P", "C", "C", "C", "C", "C", "C", "C", "F", "F", "F", "C", "C", "C", "C", "C", "C", "C", "F", "F", "F", "H", "H", "H", "H", "H", "H", "H", "H", "H", "H", "H", "H", "O", "S", "C", "C", "C", "C", "H", "H", "H", "H", "H", "H", "H", "H", "C", "C", "C", "C", "N", "H", "H", "H", "H", "H", "H", "H", "H", "H"], "xyz": [[0.3910, 0.1151, 0.1002], [-0.9793, -2.8830, 3.2377], [-0.8418, -2.3379, 1.8327], [-0.5403, -1.1043, 1.7102], [-1.1458, -3.1896, 0.7828], [-1.2079, -2.7523, -0.5629], [-2.0627, -3.5137, -1.5372], [-0.5679, -1.6716, -0.9238], [-0.8926, -1.2133, -2.2363], [-1.3647, 0.1311, -2.1902], [-1.0546, 0.8019, -1.1059], [-2.1119, 0.6326, -3.2189], [-2.5835, 1.9903, -3.1443], [-3.2797, 2.5661, -4.1390], [-3.5581, 1.8234, -5.3517], [-3.1374, 0.5672, -5.5239], [-2.3803, -0.1916, -4.4753], [-2.0366, -2.9775, 3.4913], [-0.5278, -3.8727, 3.3083], [-0.5141, -2.2119, 3.9555], [-1.4918, -4.1895, 1.0030], [-2.3542, -4.4782, -1.1274], [-2.9631, -2.9291, -1.7376], [-1.5569, -3.6536, -2.4905], [-2.3447, 2.5390, -2.2426], [-3.6320, 3.5856, -4.0527], [-4.1161, 2.3188, -6.1378], [-3.3443, 0.0254, -6.4390], [-2.9301, -1.1035, -4.2171], [-0.2392, -2.9849, -5.4002], [-0.7968, -2.0073, -4.4502], [0.0324, -1.5891, -3.3245], [0.7585, -0.4030, -3.7891], [0.0063, 0.0588, -4.7017], [-1.0984, -0.7479, -5.0654], [0.7349, -2.4277, -6.4143], [0.3082, -2.1697, -7.7121], [1.1592, -1.5806, -8.6371], [2.4411, -1.2170, -8.2692], [2.8726, -1.4530, -6.9655], [2.0263, -2.0763, -6.0510], [4.1820, -0.9917, -6.5401], [5.1463, -0.5022, -7.2544], [6.1535, -0.1676, -6.3914], [5.7483, -0.4705, -5.2003], [4.5029, -1.0031, -5.2246], [6.4382, -0.3130, -3.9327], [7.7701, 0.0862, -3.8943], [8.4054, 0.2107, -2.6714], [7.7268, -0.0626, -1.4943], [6.3917, -0.4539, -1.5259], [5.6914, -0.7360, -0.2093], [4.3204, -1.1653, -0.3494], [3.2622, -0.4056, -0.6468], [2.1801, -1.1711, -0.7274], [2.6631, -2.4203, -0.4765], [3.9548, -2.4638, -0.2658], [5.7499, -0.5721, -2.7452], [-1.0872, -3.4268, -5.9262], [0.2205, -3.7695, -4.7944], [0.7039, -2.3763, -2.9865], [0.1481, 1.0208, -5.1795], [-0.7060, -2.4271, -7.9922], [0.8094, -1.3875, -9.6427], [3.1149, -0.7359, -8.9653], [2.3760, -2.2558, -5.0421], [8.2860, 0.2890, -4.8229], [9.4417, 0.5188, -2.6292], [8.2343, 0.0340, -0.5410], [5.7031, 0.1668, 0.4054], [6.2216, -1.5251, 0.3223], [3.2158, 0.6743, -0.6260], [2.0450, -3.3041, -0.4719], [4.7110, -0.8674, -2.8048], [-1.5552, 7.4258, 5.3707], [-1.5820, 7.4801, 4.0210], [-2.7394, 8.0870, 3.6848], [-0.5798, 8.2894, 3.6381], [-1.4833, 6.1130, 3.4138], [-2.5498, 5.2351, 3.5917], [-2.4954, 3.9730, 3.0365], [-1.3816, 3.5764, 2.2955], [-0.3101, 4.4494, 2.1564], [-0.3592, 5.7229, 2.7070], [-1.2616, 1.8739, 1.6011], [-1.3512, 1.1218, 3.2799], [-2.4660, 0.5395, 3.8702], [-2.3921, 0.0281, 5.1571], [-1.2108, 0.1365, 5.8745], [-0.1054, 0.7709, 5.3160], [-0.1740, 1.2453, 4.0227], [-1.0671, -0.4916, 7.2234], [-0.2887, -1.6068, 7.1548], [-2.2387, -0.8697, 7.7559], [-0.4646, 0.3263, 8.1094], [-2.9491, 1.6351, 0.9276], [-3.6470, 2.6940, 0.3487], [-4.8097, 2.4682, -0.3704], [-5.2806, 1.1745, -0.5280], [-4.5886, 0.1050, 0.0258], [-3.4303, 0.3353, 0.7415], [-6.5202, 0.9344, -1.3346], [-7.1197, -0.2288, -1.0057], [-6.2645, 0.8779, -2.6549], [-7.4298, 1.9148, -1.1557], [-3.4125, 5.5469, 4.1661], [-3.3233, 3.2895, 3.1757], [0.5643, 4.1247, 1.6053], [0.4666, 6.4094, 2.5812], [-3.3995, 0.4751, 3.3254], [-3.2477, -0.4561, 5.6088], [0.7941, 0.8882, 5.9090], [0.6882, 1.7110, 3.5552], [-3.2689, 3.7038, 0.4404], [-5.3481, 3.2940, -0.8164], [-4.9574, -0.9019, -0.1194], [-2.8756, -0.4995, 1.1521], [1.8649, -0.3203, 1.9440], [2.9772, -1.0526, 2.6235], [2.3226, -1.5690, 4.2571], [3.2472, -0.9961, 5.3185], [3.6149, 0.4060, 4.8377], [4.0301, 0.2542, 3.3804], [2.2445, -2.6547, 4.2789], [1.3269, -1.1276, 4.2921], [4.1484, -1.6086, 5.4030], [2.7547, -0.9813, 6.2917], [4.4183, 0.8379, 5.4347], [2.7467, 1.0644, 4.9062], [5.0626, -0.0877, 3.2881], [3.8714, 1.1451, 2.7723], [2.3385, 2.3267, -2.2227], [1.7409, 2.8058, -0.8690], [2.7434, 3.8173, -0.2696], [0.4388, 3.5589, -1.2236], [1.5049, 1.7184, 0.0619], [2.1309, 3.0613, -3.0054], [1.8906, 1.3807, -2.5144], [3.4261, 2.2123, -2.1656], [2.9279, 4.6486, -0.9572], [3.6935, 3.3184, -0.0586], [2.3653, 4.2159, 0.6746], [0.6575, 4.4832, -1.7653], [-0.1269, 3.8010, -0.3220], [-0.1778, 2.9202, -1.8502]], "energy_ha": -4947.44387, "multiplicity": 1, "homo_lumo_gap_ev": 6.7, "total_charge": 0, "e_homo_ev": -6.720, "lumo_energy_ev": -0.031, "de_lowest_kj_mol": 243.0}

***

Entry 3:
{"formula": "C61H60FeN6O2P2Si", "method": "ωB97M-V with the def2-TZVPD basis set", "symbols": ["Fe", "C", "Si", "C", "C", "C", "C", "C", "C", "P", "C", "C", "C", "C", "C", "C", "C", "C", "C", "C", "C", "C", "C", "C", "C", "C", "C", "C", "P", "C", "C", "C", "C", "C", "C", "C", "C", "C", "C", "C", "C", "H", "H", "H", "H", "H", "H", "H", "H", "H", "H", "H", "H", "H", "H", "H", "H", "H", "H", "H", "H", "H", "H", "H", "H", "H", "H", "H", "H", "H", "H", "H", "C", "N", "C", "C", "C", "N", "C", "O", "N", "H", "H", "H", "H", "H", "H", "H", "C", "C", "C", "C", "C", "C", "H", "H", "H", "H", "H", "H", "H", "H", "H", "C", "C", "C", "C", "C", "N", "C", "O", "N", "C", "C", "C", "C", "N", "C", "C", "C", "H", "H", "H", "H", "H", "H", "H", "H", "H", "H", "H", "H", "H"], "xyz": [[0.3914, 0.2751, -0.4462], [-1.7780, -1.4091, 3.4451], [-1.0187, -1.3034, 1.6975], [-2.1618, -2.2901, 0.5625], [-3.1482, -3.0646, 1.1845], [-4.0298, -3.8490, 0.4634], [-3.9731, -3.8389, -0.9235], [-3.0182, -3.0686, -1.5613], [-2.0920, -2.3153, -0.8362], [-0.7701, -1.3829, -1.7208], [0.0417, -2.7913, -2.5821], [-0.1427, -4.1289, -2.2413], [0.4888, -5.1342, -2.9632], [1.3147, -4.8158, -4.0314], [1.5181, -3.4830, -4.3702], [0.8941, -2.4820, -3.6456], [-1.7947, -0.7860, -3.1418], [-1.8899, -1.3768, -4.4012], [-2.7527, -0.8610, -5.3579], [-3.5261, 0.2551, -5.0759], [-3.4517, 0.8404, -3.8201], [-2.6051, 0.3136, -2.8613], [0.6298, -2.1590, 2.1076], [0.5338, -3.4529, 2.6293], [1.5671, -4.0198, 3.3536], [2.7060, -3.2713, 3.6224], [2.8418, -2.0099, 3.0695], [1.8332, -1.4598, 2.2730], [2.0656, 0.1066, 1.3398], [3.9023, 0.0738, 1.0512], [4.5909, -1.1214, 0.8270], [5.9505, -1.1270, 0.5633], [6.6577, 0.0645, 0.4993], [5.9886, 1.2597, 0.7031], [4.6259, 1.2633, 0.9684], [2.0801, 1.3719, 2.6781], [2.0720, 1.0736, 4.0378], [2.1763, 2.0848, 4.9821], [2.2830, 3.4076, 4.5795], [2.2546, 3.7195, 3.2281], [2.1305, 2.7100, 2.2855], [-1.7914, -2.4266, 3.8442], [-2.7982, -1.0200, 3.4758], [-1.1718, -0.8044, 4.1229], [-3.2335, -3.0376, 2.2637], [-4.7645, -4.4560, 0.9768], [-4.6679, -4.4315, -1.5050], [-2.9801, -3.0616, -2.6425], [-0.7963, -4.3886, -1.4179], [0.3319, -6.1717, -2.6941], [1.7983, -5.6049, -4.5937], [2.1674, -3.2326, -5.2000], [1.0408, -1.4410, -3.9151], [-1.3034, -2.2498, -4.6486], [-2.8279, -1.3469, -6.3228], [-4.1863, 0.6642, -5.8296], [-4.0606, 1.7045, -3.5859], [-2.5594, 0.7461, -1.8699], [-0.3764, -4.0220, 2.4642], [1.4748, -5.0267, 3.7412], [3.4923, -3.6729, 4.2490], [3.7443, -1.4427, 3.2556], [4.0615, -2.0594, 0.8729], [6.4635, -2.0694, 0.4117], [7.7234, 0.0579, 0.3080], [6.5267, 2.1986, 0.6661], [4.1324, 2.2105, 1.1253], [1.9848, 0.0463, 4.3639], [2.1773, 1.8345, 6.0355], [2.3734, 4.1932, 5.3186], [2.3171, 4.7538, 2.9131], [2.0559, 2.9560, 1.2304], [4.2999, 1.7952, -3.1214], [4.1111, 0.4256, -2.6689], [4.9477, -0.5693, -3.0485], [4.7620, -1.8260, -2.5817], [3.6791, -2.0517, -1.7089], [2.8184, -1.0941, -1.3855], [3.0103, 0.1478, -1.8632], [2.2579, 1.0994, -1.5930], [3.5305, -3.2424, -1.0794], [5.3268, 1.9261, -3.4557], [4.0914, 2.4662, -2.2922], [3.6180, 2.0340, -3.9381], [5.7458, -0.2933, -3.7216], [5.4309, -2.6251, -2.8664], [3.8634, -4.0503, -1.5824], [2.6247, -3.3630, -0.6470], [-1.5974, 2.9123, 4.0179], [-1.8920, 2.9016, 2.5063], [-3.4072, 3.0598, 2.2864], [-1.1571, 4.0627, 1.8252], [-1.4345, 1.6113, 1.9833], [-1.0856, 0.5450, 1.5181], [-1.8755, 3.8822, 4.4346], [-0.5370, 2.7395, 4.2058], [-2.1732, 2.1368, 4.5265], [-3.7882, 3.8357, 2.9525], [-3.9370, 2.1307, 2.5005], [-3.6245, 3.3579, 1.2597], [-1.6043, 5.0076, 2.1431], [-1.2289, 3.9802, 0.7397], [-0.1077, 4.0585, 2.1020], [0.6349, 8.4990, -0.4178], [-0.6512, 7.8457, -0.8487], [-1.2872, 8.2168, -2.0272], [-2.4493, 7.5889, -2.4424], [-3.0115, 6.5677, -1.6826], [-4.2152, 5.9875, -2.1255], [-4.8078, 4.7901, -1.7905], [-6.0221, 4.6547, -1.8506], [-3.9974, 3.7636, -1.3608], [-2.6834, 3.4325, -1.7783], [-2.1063, 3.9206, -2.9696], [-0.7872, 3.5065, -3.2572], [-0.1218, 2.6630, -2.4055], [-0.6900, 2.1390, -1.2746], [-1.9669, 2.5523, -1.0001], [-2.4008, 6.2111, -0.4821], [-1.2356, 6.8411, -0.0837], [0.8423, 9.3860, -1.0155], [1.4717, 7.8061, -0.5354], [0.5958, 8.7956, 0.6318], [-0.8671, 9.0100, -2.6348], [-2.9318, 7.8893, -3.3656], [-4.8481, 6.6021, -2.6099], [-4.5280, 3.0074, -0.9617], [-2.6547, 4.5501, -3.6520], [-0.2990, 3.8396, -4.1648], [0.8956, 2.3722, -2.6079], [-2.4305, 2.1256, -0.1156], [-2.8447, 5.4497, 0.1438], [-0.7723, 6.5528, 0.8535]], "energy_ha": -5075.43007, "multiplicity": 5, "homo_lumo_gap_ev": [3.3, 6.3], "total_charge": 0, "e_homo_ev": [-3.285, -6.286], "lumo_energy_ev": [-0.023, -0.015], "de_lowest_kj_mol": 0.0}